Arrangement i

C2H3N3O in the gas phase. Source: the Open Molecules 2025 dataset; level of theory: the ωB97M-V functional and the def2-TZVPD basis.

Geometry as ORCA input:
```
! wB97M-V def2-TZVPD RIJCOSX def2/J DEFGRID3
* xyz 0 1
O -1.654 1.461 -0.134
C -0.756 0.643 -0.116
N 0.610 0.779 0.048
C 1.158 -0.572 0.022
N 0.218 -1.444 -0.102
N -0.947 -0.721 -0.259
H 0.903 1.754 0.205
H 2.217 -0.870 0.070
H -1.749 -1.029 0.266
*
```

* structure (SMILES): O=c1[nH]cn[nH]1

Arrangement ii

C2H3N3O in the gas phase. Source: the Open Molecules 2025 dataset; level of theory: the ωB97M-V functional and the def2-TZVPD basis.

Geometry as ORCA input:
```
! wB97M-V def2-TZVPD RIJCOSX def2/J DEFGRID3
* xyz 0 1
H 2.068 -1.265 0.371
N 1.403 -0.555 0.053
N 0.253 -1.013 0.261
C -0.816 -0.120 0.059
O -2.103 -0.584 0.045
C -0.381 1.132 -0.050
N 0.545 1.931 0.030
H -2.107 -1.554 0.054
H 1.138 2.028 -0.824
*
```

* structure (SMILES): [H]/N=N/C(O)=C=N

Result of the stability comparison: arrangement i is the most stable of them.